Entry from the Open Molecules 2025 dataset: a molecular structure, C38H52AsCl2CsO3Sb2 in a non-equilibrium geometry (ωB97M-V/def2-TZVPD).

Structure (ORCA input):
```
! RIJCOSX wB97M-V def2-TZVPD def2/J DEFGRID3
* xyz 0 1
Cs 0.192 -0.702 -0.710
Cl 3.767 0.643 -1.220
C 3.903 -0.283 0.360
Cl 5.345 0.193 1.227
H 3.894 -1.303 0.011
H 3.034 -0.036 0.934
C 0.995 -0.503 -5.877
O 0.464 -0.106 -4.613
C -0.560 0.852 -4.687
C -1.412 0.952 -3.420
O -1.970 -0.328 -3.150
C -3.385 -0.385 -3.246
H 0.169 -1.007 -6.519
H 1.811 -1.120 -5.608
H 1.236 0.345 -6.422
H -1.198 0.580 -5.517
H -0.114 1.822 -4.910
H -2.233 1.699 -3.626
H -0.796 1.229 -2.595
H -3.810 -0.244 -2.254
H -3.688 -1.303 -3.642
H -3.905 0.321 -3.885
C 1.593 -6.048 -1.596
Sb 1.170 -4.321 -0.420
C 3.076 -4.191 0.500
C -0.059 -5.266 1.178
C 0.782 -5.726 2.322
C 1.325 -7.013 2.237
C 2.102 -7.497 3.278
C 2.509 -6.688 4.320
C 1.939 -5.417 4.376
C 1.015 -4.939 3.457
C 0.286 -3.674 3.707
Sb 1.281 -1.857 3.133
C 3.011 -1.949 4.483
C -0.028 -0.647 4.274
H 2.249 -6.660 -0.978
H 2.032 -5.771 -2.580
H 0.684 -6.650 -1.753
H 3.055 -3.458 1.363
H 3.722 -3.772 -0.257
H 3.480 -5.122 0.819
H -0.718 -6.097 0.738
H -0.682 -4.396 1.428
H 1.036 -7.602 1.425
H 2.506 -8.483 3.056
H 3.181 -7.057 5.072
H 2.078 -4.727 5.199
H 0.082 -3.549 4.763
H -0.648 -3.551 3.187
H 2.668 -2.229 5.554
H 3.400 -0.912 4.559
H 3.713 -2.682 4.328
H -0.128 -0.976 5.296
H -0.954 -0.801 3.756
H 0.322 0.363 4.164
C -3.242 -1.935 -0.179
C -2.698 -1.750 1.214
C -3.540 -0.595 1.815
O -1.382 -1.439 1.197
H -4.347 -1.806 -0.222
H -3.095 -2.954 -0.567
H -2.764 -1.187 -0.833
H -2.988 -2.601 1.858
H -3.390 0.298 1.163
H -3.298 -0.298 2.891
H -4.634 -0.775 1.846
C 1.516 9.151 -0.769
C 2.434 8.095 -0.665
C 2.073 6.808 -1.024
C 0.730 6.497 -1.342
C -0.098 7.543 -1.446
C 0.224 8.893 -1.192
As 0.413 4.681 -2.110
C 0.289 3.643 -0.448
C 1.342 3.264 0.378
C 1.001 2.528 1.530
C -0.287 2.177 1.837
C -1.319 2.599 1.057
C -1.037 3.291 -0.112
C -2.021 3.800 -1.068
C -3.392 3.636 -0.898
C -4.284 4.098 -1.889
C -3.723 4.663 -3.060
C -2.333 4.909 -3.219
C -1.488 4.521 -2.154
H 1.827 10.139 -0.441
H 3.446 8.164 -0.228
H 2.881 6.015 -1.171
H -1.084 7.522 -1.818
H -0.504 9.656 -1.357
H 2.345 3.579 0.202
H 1.871 2.227 2.156
H -0.492 1.542 2.715
H -2.372 2.315 1.206
H -3.775 3.089 0.002
H -5.364 3.935 -1.832
H -4.422 4.882 -3.899
H -1.844 5.226 -4.140
*
```

Values from the calculation:
molecular weight = 1079.08 g mol⁻¹
energy = -145894.0244 eV
lowest unoccupied orbital energy = 0.1 eV
ΔE to the lowest compared entry with this formula, charge and spin = 27.8 kcal per mole

=====

Entry from the Open Molecules 2025 dataset: a molecular structure, C38H52BBrF2N4ORuS8Si (ωB97M-V/def2-TZVPD).

Structure (ORCA input):
```
! RIJCOSX wB97M-V def2-TZVPD def2/J DEFGRID3
* xyz -1 2
Ru 0.446 -0.080 -0.898
S 0.960 6.479 -3.836
C 0.804 4.930 -3.270
S -0.646 4.297 -2.591
C -0.071 2.691 -2.223
C 1.211 2.445 -2.560
S 2.001 0.905 -2.263
S 2.076 3.772 -3.287
S -1.125 1.516 -1.463
N -0.233 -2.659 -6.731
C -0.562 -2.590 -5.622
C -0.935 -2.539 -4.258
C -1.885 -3.471 -3.683
C -2.086 -3.375 -2.323
C -1.410 -2.446 -1.549
N -0.511 -1.537 -2.112
C -0.333 -1.601 -3.425
H -2.409 -4.187 -4.298
H -2.775 -4.049 -1.825
H -1.497 -2.448 -0.471
H 0.325 -0.856 -3.855
C 6.655 -3.115 -0.937
C 5.407 -2.216 -0.885
C 5.517 -1.204 -2.035
C 5.440 -1.392 0.411
Si 3.814 -3.277 -1.034
Br 2.134 -2.010 -0.088
C 3.286 -3.667 -2.823
C 2.033 -4.557 -2.833
C 2.944 -2.382 -3.595
C 4.407 -4.396 -3.586
C 3.794 -4.791 0.159
C 4.604 -5.953 -0.440
C 4.399 -4.426 1.523
C 2.378 -5.317 0.447
H 7.545 -2.477 -0.972
H 6.677 -3.751 -1.825
H 6.750 -3.758 -0.061
H 6.392 -0.571 -1.852
H 4.645 -0.549 -2.103
H 5.662 -1.684 -3.002
H 6.403 -0.873 0.469
H 5.326 -1.988 1.315
H 4.653 -0.638 0.405
H 1.204 -4.117 -2.273
H 2.234 -5.557 -2.443
H 1.696 -4.668 -3.868
H 2.353 -1.683 -3.006
H 2.357 -2.645 -4.479
H 3.829 -1.851 -3.937
H 4.690 -5.347 -3.131
H 5.307 -3.785 -3.681
H 4.051 -4.608 -4.599
H 5.626 -5.676 -0.706
H 4.122 -6.361 -1.329
H 4.663 -6.761 0.298
H 5.455 -4.164 1.466
H 4.313 -5.294 2.186
H 3.865 -3.598 1.994
H 1.851 -5.649 -0.445
H 1.756 -4.571 0.941
H 2.466 -6.177 1.120
F -2.710 -1.775 2.095
B -1.710 -0.926 1.899
F -0.512 -1.441 1.603
O -1.801 0.417 1.931
C -2.990 1.178 2.264
C -3.667 0.548 3.466
C -3.072 0.223 4.652
C -3.971 -0.387 5.564
C -5.224 -0.510 5.043
S -5.317 0.096 3.453
C -3.895 1.214 1.047
C -3.967 0.322 0.021
C -4.948 0.673 -0.945
C -5.604 1.819 -0.623
S -5.016 2.500 0.829
C -2.510 2.578 2.592
C -1.857 3.417 1.738
C -1.612 4.692 2.307
C -2.096 4.795 3.577
S -2.841 3.350 4.093
H -2.031 0.425 4.864
H -3.699 -0.713 6.558
H -6.100 -0.924 5.517
H -3.329 -0.542 -0.099
H -5.128 0.104 -1.845
H -6.379 2.321 -1.180
H -1.581 3.120 0.731
H -1.104 5.493 1.789
H -2.049 5.646 4.238
C 3.715 3.782 1.431
C 2.798 2.639 1.855
C 1.810 3.128 2.909
C 3.644 1.490 2.422
N 2.063 2.270 0.642
N 1.158 1.179 0.781
H 4.274 4.165 2.287
H 3.129 4.592 0.997
H 4.434 3.443 0.680
H 2.344 3.559 3.759
H 1.185 2.315 3.290
H 1.154 3.888 2.486
H 4.208 1.827 3.294
H 4.356 1.131 1.675
H 3.032 0.644 2.748
H 2.682 2.031 -0.129
H 0.286 1.545 1.157
H 1.511 0.483 1.439
*
```

Values from the calculation:
molecular weight = 1095.27 g mol⁻¹
energy = -221561.4510 eV
lowest unoccupied orbital energy (spin up / spin down) = 1.8 / 1.8 eV
⟨S²⟩ = 0.77
ΔE to the lowest compared entry with this formula, charge and spin = 0.0 kcal per mole

=====

Entry from the Open Molecules 2025 dataset: a molecular structure, C38H53BBrCl4N3O2P2Tc in a non-equilibrium geometry (ωB97M-V/def2-TZVPD).

Structure (ORCA input):
```
! RIJCOSX wB97M-V def2-TZVPD def2/J DEFGRID3
* xyz 1 1
Tc -0.182 0.039 0.259
C 3.098 -3.607 -0.419
C 1.623 -3.892 -0.119
C 1.330 -5.280 -0.691
C 1.406 -3.908 1.398
P 0.509 -2.508 -0.848
C 1.411 -1.971 -2.359
N 0.570 -0.909 -2.823
B -0.303 -0.144 -2.002
N -1.175 0.535 -2.897
C -2.412 1.174 -2.571
P -2.306 1.647 -0.791
C -4.091 1.285 -0.244
C -5.170 1.869 -1.166
C -4.299 1.802 1.181
C -4.253 -0.241 -0.277
C -2.024 3.512 -0.934
C -1.655 4.093 0.435
C -0.864 3.717 -1.920
C -3.248 4.263 -1.463
C -0.845 0.190 -4.208
C -1.444 0.528 -5.411
C -0.914 -0.016 -6.573
C 0.179 -0.876 -6.531
C 0.771 -1.232 -5.327
C 0.242 -0.699 -4.161
C -1.112 -3.325 -1.469
C -2.073 -2.255 -2.010
C -0.943 -4.362 -2.587
C -1.788 -3.946 -0.239
H 3.706 -4.264 0.207
H 3.394 -2.589 -0.205
H 3.340 -3.827 -1.460
H 2.070 -5.968 -0.275
H 1.440 -5.302 -1.775
H 0.349 -5.658 -0.415
H 1.985 -4.721 1.841
H 0.356 -4.066 1.655
H 1.746 -2.975 1.852
H 1.516 -2.760 -3.105
H 2.396 -1.621 -2.058
H -3.237 0.469 -2.714
H -2.590 2.042 -3.207
H -5.354 2.921 -0.974
H -6.102 1.335 -0.967
H -4.939 1.738 -2.223
H -4.284 2.891 1.217
H -3.530 1.422 1.858
H -5.275 1.477 1.549
H -4.388 -0.606 -1.296
H -5.144 -0.523 0.288
H -3.391 -0.743 0.148
H -2.324 3.750 1.225
H -1.717 5.182 0.391
H -0.640 3.835 0.720
H -0.077 2.976 -1.797
H -0.427 4.703 -1.755
H -1.203 3.676 -2.956
H -4.016 4.369 -0.698
H -3.683 3.796 -2.347
H -2.927 5.268 -1.746
H -2.307 1.180 -5.454
H -1.366 0.224 -7.526
H 0.567 -1.288 -7.452
H 1.621 -1.903 -5.313
H -1.800 -1.946 -3.020
H -2.110 -1.382 -1.359
H -3.075 -2.688 -2.061
H -0.266 -4.017 -3.369
H -1.916 -4.519 -3.057
H -0.602 -5.326 -2.224
H -1.972 -3.184 0.521
H -1.195 -4.742 0.208
H -2.749 -4.375 -0.531
Br 1.693 1.989 -0.065
C 0.764 2.348 1.564
C 1.096 3.369 2.376
C 0.182 3.637 3.448
C -0.841 2.799 3.686
C -0.931 1.525 2.958
N -0.294 1.520 1.705
H 1.970 3.976 2.199
H 0.319 4.538 4.030
H -1.557 2.969 4.477
H -1.927 1.101 2.896
Cl 5.076 -1.517 1.773
C 3.509 -0.946 2.336
Cl 3.689 0.670 3.056
Cl 2.868 -2.064 3.543
C 2.514 -0.773 1.150
O 2.940 -0.698 0.009
O 1.291 -0.700 1.516
Cl -0.147 0.204 4.182
C -1.423 -1.041 1.039
C -1.947 -1.836 2.062
C -1.007 -2.732 2.624
C -1.324 -3.442 3.759
C -2.569 -3.281 4.356
C -3.500 -2.399 3.814
C -3.204 -1.687 2.674
H -0.034 -2.807 2.162
H -0.592 -4.109 4.194
H -2.816 -3.840 5.249
H -4.459 -2.265 4.295
H -3.924 -0.997 2.257
*
```

Values from the calculation:
molecular weight = 976.34 g mol⁻¹
energy = -190410.6396 eV
lowest unoccupied orbital energy = -4.2 eV

=====

Entry from the Open Molecules 2025 dataset: 8 unconnected molecules or ions with the total composition C38H53ClF2NO23 in a non-equilibrium geometry (ωB97M-V/def2-TZVPD).

Structure (ORCA input):
```
! RIJCOSX wB97M-V def2-TZVPD def2/J DEFGRID3
* xyz 1 1
C 1.163 -1.976 1.072
C 0.143 -0.935 0.554
N 0.801 0.411 0.606
C 1.764 0.602 -0.302
C 2.454 1.759 -0.341
F 3.397 1.851 -1.253
C 2.152 2.764 0.568
C 2.877 4.111 0.606
O 2.962 4.792 -0.377
O 3.410 4.486 1.840
Cl 4.344 3.179 2.372
C 1.163 2.541 1.477
C 0.496 1.337 1.496
C -0.558 1.135 2.562
C -1.874 1.848 2.250
F -0.041 1.706 3.717
H 1.639 -2.470 0.226
H 0.721 -2.673 1.780
H 1.961 -1.453 1.610
H -0.782 -0.945 1.119
H -0.105 -1.105 -0.492
H 2.003 -0.175 -1.016
H 0.873 3.288 2.204
H -0.754 0.087 2.783
H -1.666 2.743 1.654
H -2.316 2.192 3.184
H -2.571 1.210 1.705
C 3.983 7.643 0.893
C 4.510 8.595 -0.152
C 5.692 8.081 -0.933
O 6.327 9.296 -1.340
C 6.028 10.237 -0.400
O 6.538 11.302 -0.328
O 5.063 9.776 0.445
H 3.248 8.142 1.527
H 3.514 6.777 0.424
H 4.784 7.296 1.549
H 3.699 8.907 -0.817
H 5.406 7.486 -1.798
H 6.397 7.513 -0.319
C -6.718 4.448 4.549
C -6.009 3.645 3.487
C -6.867 3.263 2.311
O -6.198 2.081 1.840
C -5.593 1.516 2.914
O -5.102 0.430 2.915
O -5.616 2.349 3.979
H -6.093 4.542 5.437
H -6.956 5.446 4.182
H -7.642 3.959 4.861
H -5.103 4.165 3.165
H -6.895 4.028 1.538
H -7.888 2.994 2.590
C -1.373 -7.636 -0.743
C -0.627 -6.438 -0.221
C -1.227 -5.128 -0.616
O -0.079 -4.257 -0.559
C 1.011 -5.029 -0.820
O 2.098 -4.585 -1.031
O 0.694 -6.341 -0.803
H -0.802 -8.549 -0.570
H -2.341 -7.731 -0.253
H -1.531 -7.559 -1.818
H -0.504 -6.514 0.863
H -2.004 -4.800 0.070
H -1.617 -5.117 -1.636
C -0.459 -10.703 -5.146
C -1.593 -9.725 -5.322
C -1.294 -8.569 -6.241
O -2.196 -7.566 -5.753
C -2.398 -7.821 -4.437
O -2.944 -7.081 -3.682
O -1.889 -9.031 -4.096
H -0.684 -11.408 -4.347
H -0.285 -11.261 -6.066
H 0.463 -10.189 -4.868
H -2.499 -10.254 -5.631
H -1.491 -8.792 -7.287
H -0.274 -8.192 -6.139
C 7.232 1.821 -1.682
C 7.910 1.048 -2.786
C 7.017 0.683 -3.944
O 7.668 -0.479 -4.464
C 8.319 -1.071 -3.423
O 8.806 -2.149 -3.460
O 8.326 -0.249 -2.335
H 7.882 1.903 -0.811
H 6.970 2.824 -2.019
H 6.324 1.315 -1.347
H 8.801 1.584 -3.126
H 6.957 1.464 -4.699
H 6.007 0.401 -3.634
C -4.898 4.067 -2.468
C -4.537 5.132 -1.462
C -3.150 5.699 -1.610
O -2.871 6.146 -0.274
C -3.586 5.358 0.564
O -3.454 5.335 1.747
O -4.474 4.598 -0.124
H -5.839 3.589 -2.196
H -4.999 4.497 -3.464
H -4.139 3.283 -2.499
H -5.292 5.922 -1.467
H -3.099 6.526 -2.315
H -2.406 4.946 -1.882
C -0.903 -3.172 4.817
C -2.135 -3.966 4.460
C -2.320 -5.234 5.255
O -3.104 -6.030 4.357
C -2.800 -5.633 3.100
O -3.131 -6.205 2.114
O -2.058 -4.488 3.121
H -0.746 -2.368 4.094
H -1.001 -2.734 5.810
H -0.011 -3.799 4.796
H -3.022 -3.329 4.517
H -2.846 -5.076 6.193
H -1.382 -5.759 5.451
*
```

Values from the calculation:
molecular weight = 965.28 g mol⁻¹
energy = -106799.4106 eV
lowest unoccupied orbital energy = -4.6 eV
ΔE to the lowest compared entry with this formula, charge and spin = 8.1 kcal per mole